No. 1
The ion C3H8N3O with charge +1 at a distorted geometry, computed with ωB97M-V with the def2-TZVPD basis set.

Summary:
gap between HOMO and LUMO (spin up / spin down)	9.44 / 9.45	eV
ΔE to the lowest compared entry with this formula, charge and spin	3.3178	eV
E_tot	-358.27451	hartree

ORCA input file:
```
! wB97M-V def2-TZVPD RIJCOSX def2/J DEFGRID3
* xyz 1 1
C 1.43767 0.03562 0.71387
C 0.37095 0.25546 -0.20307
N 0.34474 1.53863 -0.58247
N -0.31676 -0.80229 -0.73800
C -1.69861 -0.91764 -0.59227
N -2.30217 -0.15040 0.23949
O -1.69564 0.80566 0.82479
H 0.97105 0.27759 1.65912
H 2.40282 0.64614 0.57991
H 1.87478 -1.03624 0.62357
H -0.28065 1.94423 -1.30210
H 0.73581 2.22634 0.06603
H 0.02056 -1.68197 -0.59118
H -2.10466 -1.85477 -1.05732
H -3.31790 -0.24554 0.43976
*
```

Here are the natural (NBO) charges for atoms 1 to 4, given in e: -0.73, 0.62, -0.68, -0.57


No. 2
A cluster of 2 separate species, C3H8N3O in total at a distorted geometry, computed with ωB97M-V with the def2-TZVPD basis set.

Summary:
gap between HOMO and LUMO	8.82	eV
ΔE to the lowest compared entry with this formula, charge and spin	4.1645	eV
E_tot	-358.24340	hartree

ORCA input file:
```
! wB97M-V def2-TZVPD RIJCOSX def2/J DEFGRID3
* xyz 1 1
C 2.16092 0.58390 0.44726
C 0.23797 -0.58611 0.19752
C -0.90047 -1.22464 0.47974
N 1.98653 0.33559 -0.85183
N 1.23239 -0.04944 1.11911
N -0.98481 1.43632 -0.89948
O 0.91289 -0.52082 -1.01032
H 2.89565 1.30683 0.79116
H -1.26423 2.32935 -1.22694
H -1.20053 -1.17501 1.49865
H -1.55937 -1.78405 -0.23849
H 2.18900 0.82883 -1.65545
H 1.36448 -0.38720 2.06583
H -0.71384 0.99015 -1.83449
H -1.96959 1.39495 -0.56649
*
```

Here are the natural (NBO) charges for atoms 1 to 4, given in e: 0.35, 0.45, -0.48, -0.20


No. 3
The ion C3H8N3O with charge +1 at a distorted geometry, computed with ωB97M-V with the def2-TZVPD basis set.

Summary:
gap between HOMO and LUMO (spin up / spin down)	9.45 / 6.90	eV
ΔE to the lowest compared entry with this formula, charge and spin	6.3011	eV
E_tot	-358.16488	hartree

ORCA input file:
```
! wB97M-V def2-TZVPD RIJCOSX def2/J DEFGRID3
* xyz 1 1
C 0.55788 0.40000 -0.18008
C 2.19673 -1.37583 0.68681
C -2.77587 -0.30628 0.13373
N -1.44448 -0.72424 0.47838
N 1.74142 -0.34103 -0.04966
N 0.79854 1.60864 -0.79869
O -0.63928 0.32140 0.13300
H 1.52500 -2.07899 1.28174
H 3.20617 -1.68318 0.49838
H -2.68734 0.60204 -0.60344
H -3.31747 -1.17387 0.01092
H -3.20539 0.25328 0.92143
H 2.42711 0.14277 -0.67050
H -0.03515 2.18605 -1.02794
H 1.65215 2.16924 -0.81409
*
```

Here are the natural (NBO) charges for atoms 1 to 4, given in e: 0.75, -0.12, -0.51, 0.05


No. 4
The ion C3H8N3O with charge +1 at a distorted geometry, computed with ωB97M-V with the def2-TZVPD basis set.

Summary:
gap between HOMO and LUMO (spin up / spin down)	7.54 / 8.29	eV
ΔE to the lowest compared entry with this formula, charge and spin	4.9666	eV
E_tot	-358.21392	hartree

ORCA input file:
```
! wB97M-V def2-TZVPD RIJCOSX def2/J DEFGRID3
* xyz 1 1
C 1.93086 0.09488 0.01387
C -0.15369 -1.13492 0.08217
C -1.78554 0.82287 0.23133
N 1.28167 -1.09007 -0.16400
N 1.08161 1.11269 0.02990
N -0.78530 0.02367 -0.40650
O 3.09236 0.29492 0.28942
H -0.64638 -2.10764 -0.30343
H -0.32760 -1.12008 1.10058
H -1.62891 1.51338 1.04679
H -2.20813 1.37850 -0.62022
H -2.43362 0.10741 0.72219
H 1.73007 -2.01077 -0.15044
H 1.39695 1.76708 -0.58109
H -0.54434 0.34806 -1.29055
*
```

Here are the natural (NBO) charges for atoms 1 to 4, given in e: 0.69, -0.09, -0.46, -0.62


No. 5
The ion C3H8N3O with charge +1 at a distorted geometry, computed with ωB97M-V with the def2-TZVPD basis set.

Summary:
gap between HOMO and LUMO	11.75	eV
ΔE to the lowest compared entry with this formula, charge and spin	3.7043	eV
E_tot	-358.26031	hartree

ORCA input file:
```
! wB97M-V def2-TZVPD RIJCOSX def2/J DEFGRID3
* xyz 1 1
N -1.22646 -0.95071 0.47657
N -0.75294 -0.04269 -0.53196
C -0.62961 1.43963 -0.18914
C 0.79824 1.41892 0.36626
N 1.50635 0.42903 0.04271
C 0.72259 -0.48009 -0.68948
O 0.90594 -1.74337 -0.03897
H -0.23136 -1.43657 0.76026
H -2.06214 -1.42726 0.10231
H -1.44772 -0.51561 1.32881
H -1.43999 1.88166 0.30042
H -0.38044 1.84786 -1.17642
H 1.24246 2.12332 0.91301
H 1.13376 -0.62540 -1.78635
H 1.86133 -1.91872 0.12196
*
```

Here are the natural (NBO) charges for atoms 1 to 4, given in e: -0.58, -0.26, -0.32, 0.14


No. 6
A cluster of 2 separate species, C3H8N3O2 in total at a distorted geometry, computed with ωB97M-V with the def2-TZVPD basis set.

Summary:
gap between HOMO and LUMO (spin up / spin down)	8.30 / 8.30	eV
ΔE to the lowest compared entry with this formula, charge and spin	7.7191	eV
E_tot	-433.34007	hartree

ORCA input file:
```
! wB97M-V def2-TZVPD RIJCOSX def2/J DEFGRID3
* xyz 1 1
C -1.45525 0.87054 -0.09303
C -0.07462 0.90630 -0.09263
C 2.21717 -0.95260 0.10006
N 0.70068 1.89767 -0.09752
N -2.32333 -0.11319 0.02179
N 0.90903 -1.02762 -0.27812
O -1.92280 -1.40838 -0.12570
O -3.49681 0.11580 0.11420
H -1.93623 1.84246 -0.24195
H 2.46754 -0.46314 1.08851
H 2.53067 -2.06890 0.30626
H 2.83534 -0.68348 -0.77882
H 0.29257 2.83198 0.14456
H 1.65129 1.90600 -0.17343
H -2.72580 -1.94979 -0.28813
H 0.33054 -1.70364 0.39395
*
```

Here are the natural (NBO) charges for atoms 1 to 4, given in e: -0.28, 0.50, -0.50, -0.69


No. 7
The ion C3H8N3O3 with charge +1 at a distorted geometry, computed with ωB97M-V with the def2-TZVPD basis set.

Summary:
gap between HOMO and LUMO	10.79	eV
ΔE to the lowest compared entry with this formula, charge and spin	0.2494	eV
E_tot	-508.80726	hartree

ORCA input file:
```
! wB97M-V def2-TZVPD RIJCOSX def2/J DEFGRID3
* xyz 1 1
N -0.03703 0.15048 2.77758
C -0.41117 0.52979 1.54932
O -1.00387 1.58895 1.20287
C -0.21900 -0.57836 0.45730
O 0.76235 -1.52782 0.76160
C -0.12483 0.03150 -0.96773
N -0.79687 1.15731 -1.30605
N 0.63161 -0.71800 -1.76935
O 0.80358 -0.37895 -3.07774
H 0.26481 -0.76624 2.90038
H -0.18603 0.87381 3.39677
H -1.26131 -1.09262 0.40352
H 1.57900 -1.25122 1.03526
H -1.44466 1.60324 -0.61298
H -0.70264 1.44472 -2.25841
H 1.13042 -1.60911 -1.45678
H 1.01563 0.54251 -3.03556
*
```

Here are the natural (NBO) charges for atoms 1 to 4, given in e: -0.77, 0.66, -0.64, -0.05


No. 8
A cluster of 2 separate species, C3H8N3OS in total at a distorted geometry, computed with ωB97M-V with the def2-TZVPD basis set.

Summary:
gap between HOMO and LUMO	9.29	eV
ΔE to the lowest compared entry with this formula, charge and spin	1.0271	eV
E_tot	-756.50666	hartree

ORCA input file:
```
! wB97M-V def2-TZVPD RIJCOSX def2/J DEFGRID3
* xyz 1 1
C 1.01917 -0.11384 0.35837
C -2.90575 -0.53423 0.19943
C 0.37388 0.96614 -0.15741
N 1.85417 -0.16608 1.42891
N -2.13291 -1.19606 -0.45627
N -0.43818 0.60404 -1.34191
O 0.72100 -1.25624 -0.29623
S -3.74510 0.68084 0.64856
H 0.16286 2.04206 0.10858
H 2.32584 0.65168 1.77993
H 2.45447 -1.07626 1.67761
H -1.09440 1.38778 -1.48125
H -1.93190 -2.23049 -0.59362
H -0.96825 -0.27278 -1.20296
H 0.17604 0.34238 -2.15756
H 1.30566 -1.84741 0.06451
*
```

Here are the natural (NBO) charges for atoms 1 to 4, given in e: 0.50, 0.22, -0.30, -0.82


No. 9
The molecule C3H8N4 at a distorted geometry, computed with ωB97M-V with the def2-TZVPD basis set.

Summary:
gap between HOMO and LUMO	8.55	eV
ΔE to the lowest compared entry with this formula, charge and spin	5.0787	eV
E_tot	-337.96716	hartree

ORCA input file:
```
! wB97M-V def2-TZVPD RIJCOSX def2/J DEFGRID3
* xyz 0 1
C 0.53443 0.78804 1.71704
N 0.36966 1.19517 0.53737
N 0.71552 0.40850 -0.73980
N 1.75062 0.73581 -1.61339
C 0.19628 -0.84989 -0.85466
N -0.63272 -1.36246 -0.04209
C -1.94251 -0.87317 0.26785
H 0.60171 -0.25388 2.02263
H 0.54599 1.54475 2.49233
H 2.63123 0.82678 -1.11241
H 1.54014 1.60118 -2.10254
H 0.61784 -1.47332 -1.63959
H -2.13999 -1.03456 1.33041
H -2.11549 0.18667 0.05338
H -2.67271 -1.43961 -0.31652
*
```

Here are the natural (NBO) charges for atoms 1 to 4, given in e: -0.06, -0.28, -0.18, -0.61


No. 10
A structure of composition C3H8N4 at a distorted geometry, computed with ωB97M-V with the def2-TZVPD basis set.

Summary:
gap between HOMO and LUMO	9.72	eV
ΔE to the lowest compared entry with this formula, charge and spin	1.9752	eV
E_tot	-338.08121	hartree

ORCA input file:
```
! wB97M-V def2-TZVPD RIJCOSX def2/J DEFGRID3
* xyz 0 1
C -0.15202 0.60734 -0.15206
C 0.08594 -0.89805 -0.37658
N -1.30073 1.12106 -0.78790
N -0.05132 1.04566 1.18780
N 0.26303 -1.64816 0.88214
C 1.37300 -0.39398 -1.01782
N 1.13072 0.85770 -0.90765
H -0.55986 -1.40116 -1.10491
H -2.08967 1.24014 -0.16305
H -1.55024 0.63892 -1.64409
H 0.91912 0.95816 1.48960
H -0.23379 2.04726 1.22040
H 0.55447 -1.02358 1.64047
H -0.57644 -2.14870 1.16638
H 2.18777 -1.00261 -1.43272
*
```

Here are the natural (NBO) charges for atoms 1 to 4, given in e: 0.36, -0.14, -0.85, -0.84


No. 11
The molecule C3H8N4 at a distorted geometry, computed with ωB97M-V with the def2-TZVPD basis set.

Summary:
gap between HOMO and LUMO	8.93	eV
ΔE to the lowest compared entry with this formula, charge and spin	3.6281	eV
E_tot	-338.02046	hartree

ORCA input file:
```
! wB97M-V def2-TZVPD RIJCOSX def2/J DEFGRID3
* xyz 0 1
C -1.08118 1.63308 -1.24561
N 0.33504 1.72914 -1.01825
N 0.82886 1.37810 0.22872
C 0.72480 0.13673 0.55362
C 0.22343 -0.97388 -0.28761
N -0.23875 -2.04593 0.21810
N -0.28091 -2.10650 1.56153
H -1.37095 0.63238 -0.88306
H -1.25717 1.78112 -2.36551
H -1.80230 2.37221 -0.73530
H 0.70456 2.65152 -1.26955
H 1.14946 -0.14388 1.52366
H 0.11608 -0.79111 -1.34802
H -0.35994 -1.15183 2.09873
H -0.89172 -2.80968 1.92591
*
```

Here are the natural (NBO) charges for atoms 1 to 4, given in e: -0.43, -0.48, -0.21, -0.04


No. 12
A cluster of 2 separate species, C3H8N4 in total at a distorted geometry, computed with ωB97M-V with the def2-TZVPD basis set.

Summary:
gap between HOMO and LUMO	9.24	eV
ΔE to the lowest compared entry with this formula, charge and spin	3.5887	eV
E_tot	-338.02191	hartree

ORCA input file:
```
! wB97M-V def2-TZVPD RIJCOSX def2/J DEFGRID3
* xyz 0 1
C -3.07653 -0.10720 0.26398
C -2.10150 -0.70943 -0.41265
N -0.79572 -0.28830 -0.46463
C -0.18032 0.56130 0.18915
N 0.08938 1.55608 0.84109
H -2.89085 0.78784 0.83270
H -4.08330 -0.48465 0.23832
H -2.27810 -1.60048 -1.00310
H 0.91244 1.66349 1.40509
N 1.82088 -0.04746 -0.71145
N 2.65847 -0.48937 0.35113
H 2.29378 0.52525 -1.41323
H 1.23759 -0.83740 -1.09894
H 2.83279 0.29975 0.96872
H 3.56100 -0.82942 0.01382
*
```

Here are the natural (NBO) charges for atoms 1 to 4, given in e: -0.46, 0.00, -0.62, 0.75


No. 13
The molecule C3H8N4 at a distorted geometry, computed with ωB97M-V with the def2-TZVPD basis set.

Summary:
gap between HOMO and LUMO	10.20	eV
ΔE to the lowest compared entry with this formula, charge and spin	2.3251	eV
E_tot	-338.06835	hartree

ORCA input file:
```
! wB97M-V def2-TZVPD RIJCOSX def2/J DEFGRID3
* xyz 0 1
H -2.58943 -0.84761 1.39240
N -1.68543 -1.36032 1.46568
C -0.73996 -0.83194 0.78354
C 0.65020 -1.36679 0.85978
N -0.96700 0.24021 0.03918
N -0.25864 0.72296 -1.00168
C 0.90398 1.42726 -0.68604
N 1.92498 1.16338 -1.45736
H 2.77957 1.78150 -1.47116
H 0.47468 -2.34585 1.37215
H 1.35523 -0.67263 1.45408
H 1.12787 -1.40184 -0.17778
H -1.87988 0.52878 -0.02770
H -0.11435 0.07193 -1.76357
H 0.86360 2.15096 0.15718
*
```

Here are the natural (NBO) charges for atoms 1 to 4, given in e: 0.32, -0.72, 0.43, -0.70


No. 14
A cluster of 3 separate species, C3H8N4 in total at a distorted geometry, computed with ωB97M-V with the def2-TZVPD basis set.

Summary:
gap between HOMO and LUMO (spin up / spin down)	10.75 / 7.26	eV
ΔE to the lowest compared entry with this formula, charge and spin	5.9085	eV
E_tot	-337.22232	hartree

ORCA input file:
```
! wB97M-V def2-TZVPD RIJCOSX def2/J DEFGRID3
* xyz 2 1
C -5.67917 -4.79148 7.75261
C 3.12181 2.51747 -5.50214
C 1.98632 0.54316 -4.87765
N 3.96334 3.08658 -6.09869
N -5.84403 -3.66517 7.92475
N 2.12094 1.93428 -4.97328
N -5.89450 -2.48001 8.28322
H -5.55146 -5.80149 7.74417
H 2.63741 0.08810 -5.64463
H 1.05689 0.21080 -5.19115
H 2.24095 0.24636 -3.94069
H 4.34354 3.75259 -6.78142
H 1.57341 2.35149 -4.25549
H -6.81919 -0.99695 6.42961
H -6.50921 -1.73672 7.87842
*
```

Here are the natural (NBO) charges for atoms 1 to 4, given in e: 0.42, 0.78, -0.41, -0.48


No. 15
The molecule C3H8N4O at a distorted geometry, computed with ωB97M-V with the def2-TZVPD basis set.

Summary:
gap between HOMO and LUMO	9.64	eV
ΔE to the lowest compared entry with this formula, charge and spin	5.1511	eV
E_tot	-413.22675	hartree

ORCA input file:
```
! wB97M-V def2-TZVPD RIJCOSX def2/J DEFGRID3
* xyz 0 1
H 3.06872 -0.72775 -1.32911
N 2.55535 0.06420 -1.70055
C 1.58567 0.28201 -0.91750
N 1.23409 -0.45480 0.26889
O 0.28365 0.13050 1.03800
C -1.06804 0.19571 0.83908
C -1.71737 0.75666 2.05151
N -1.72374 -0.16073 -0.19949
N -0.94155 -0.56767 -1.34434
H 0.87325 1.01949 -1.17763
H 0.82696 -1.37268 -0.04384
H -0.95402 1.42753 2.43699
H -2.60020 1.17772 1.63592
H -1.86241 -0.02427 2.67202
H -0.77431 -1.62317 -1.27785
H -1.51785 -0.49411 -2.23064
*
```

Here are the natural (NBO) charges for atoms 1 to 4, given in e: 0.32, -0.63, 0.27, -0.33